Density functional theory data (ωB97M-V/def2-TZVPD) for a structure of composition C19H17BrIrN3O4S3SbSe at a distorted geometry.

## Properties
ΔE to the lowest compared entry with this formula, charge and spin, kcal/mol: 17.7
DFT total energy, a.u.: -7714.1073
LUMO, Eh: 0.0743
Net charge: -1
Highest occupied orbital energy, eV: -3.76

Last column: Mulliken charge in e.
Element x y z (Å)
Ir  0.423  0.794  -0.621  2.20
S  -2.218  6.069  -0.232  -0.70
Sb  -2.738  3.874  -0.385  0.37
S  -0.172  3.051  -1.189  -0.28
S  -2.937  3.045  1.805  -0.65
Br  2.840  1.211  -0.547  -0.10
C  3.364  -0.628  -0.622  0.58
C  4.682  -0.925  -0.766  -0.74
C  5.061  -2.284  -0.790  -0.52
C  4.116  -3.258  -0.656  -0.93
C  2.743  -2.938  -0.508  1.06
C  1.762  -3.947  -0.373  -0.84
C  0.449  -3.600  -0.249  -1.22
C  0.052  -2.245  -0.268  0.86
C  0.946  -1.206  -0.399  -1.12
C  2.327  -1.580  -0.506  0.08
H  5.421  -0.142  -0.861  0.40
H  6.105  -2.541  -0.914  0.38
H  4.401  -4.303  -0.668  0.37
H  2.072  -4.985  -0.376  0.34
H  -0.307  -4.370  -0.146  0.42
H  -1.008  -2.036  -0.188  0.07
C  0.257  1.592  4.162  -0.23
C  0.428  2.629  3.272  -0.87
C  0.420  2.356  1.914  -0.15
N  0.297  1.117  1.426  -0.03
C  0.115  0.110  2.297  0.16
C  0.081  0.309  3.660  -0.92
H  0.228  1.777  5.227  0.39
H  0.514  3.656  3.593  0.45
H  0.535  3.163  1.204  0.41
H  0.009  -0.874  1.865  0.30
H  -0.072  -0.538  4.313  0.44
C  -4.767  -0.082  0.593  -0.90
N  -3.561  -0.097  -0.213  0.38
C  -3.438  -0.436  -1.542  -0.67
C  -2.153  -0.180  -1.892  -0.56
N  -1.512  0.331  -0.789  0.44
C  -2.374  0.340  0.210  -1.01
H  -5.591  -0.464  -0.005  0.33
H  -4.978  0.940  0.908  0.34
H  -4.641  -0.711  1.472  0.29
H  -4.272  -0.784  -2.122  0.44
H  -1.678  -0.275  -2.851  0.51
H  -2.220  0.815  1.174  0.55
O  -0.757  1.005  -4.845  -0.66
Se  0.256  1.633  -3.780  1.16
O  -0.751  2.712  -2.823  -0.29
O  0.706  0.481  -2.649  -0.68
O  1.536  2.417  -4.319  -0.64